Molecular formula: C4H10N2
Method: DFT, the ωB97M-V functional and the def2-TZVPD basis

Last column: natural (NBO) charge in e.
CARTESIAN COORDINATES (ANGSTROEM)
C (1.420, -5.531, -1.020)  -0.52
C (0.906, -4.304, -0.952)  0.01
N (-0.265, -3.997, -0.245)  -0.83
H (1.047, -6.279, -0.329)  0.19
H (2.084, -5.766, -1.839)  0.21
H (1.250, -3.431, -1.500)  0.19
H (-0.386, -4.411, 0.668)  0.37
H (-0.580, -3.042, -0.227)  0.37
C (-0.770, 3.757, 1.581)  -0.59
C (-1.029, 4.455, 0.451)  0.05
N (-0.215, 5.428, -0.094)  -0.81
H (-0.534, 4.324, 2.477)  0.19
H (-0.832, 2.686, 1.677)  0.21
H (-1.916, 4.267, -0.147)  0.18
H (-0.422, 5.757, -1.020)  0.38
H (0.241, 6.088, 0.519)  0.38

Summary:
HOMO   -7.63 eV

=====

Molecular formula: C5H8N2
Method: DFT, the ωB97M-V functional and the def2-TZVPD basis

Last column: natural (NBO) charge in e.
CARTESIAN COORDINATES (ANGSTROEM)
C (1.518, 0.243, -0.744)  -0.40
N (0.060, 0.240, -0.708)  -0.40
C (-0.461, 1.474, -0.290)  -0.08
C (-1.280, 1.283, 0.769)  -0.26
C (-1.323, -0.133, 1.034)  -0.36
C (-0.511, -0.728, 0.116)  0.32
N (-0.225, -2.078, -0.100)  -0.82
H (1.936, -0.659, -1.197)  0.19
H (1.856, 1.109, -1.313)  0.21
H (1.886, 0.324, 0.289)  0.19
H (-0.157, 2.374, -0.808)  0.21
H (-1.831, 2.053, 1.292)  0.22
H (-1.901, -0.639, 1.794)  0.22
H (0.412, -2.262, -0.862)  0.38
H (0.019, -2.601, 0.728)  0.38

Summary:
HOMO   -7.51 eV

=====

Molecular formula: C5H4O2
Method: DFT, the ωB97M-V functional and the def2-TZVPD basis

Last column: natural (NBO) charge in e.
CARTESIAN COORDINATES (ANGSTROEM)
C (-1.523, -0.782, -0.360)  -0.35
C (-0.335, -1.357, -0.164)  -0.22
C (0.913, -0.632, 0.125)  -0.28
C (0.953, 0.683, 0.238)  0.18
O (1.915, 1.713, 0.490)  -0.44
C (0.597, 2.041, 0.284)  0.76
O (-0.082, 3.012, 0.242)  -0.50
H (-1.655, 0.298, -0.314)  0.20
H (-2.407, -1.373, -0.574)  0.21
H (-0.246, -2.439, -0.219)  0.21
H (1.839, -1.189, 0.248)  0.24

Summary:
HOMO   -9.30 eV

=====

Molecular formula: C11H10ClO2
Method: DFT, the ωB97M-V functional and the def2-TZVPD basis

Last column: natural (NBO) charge in e.
CARTESIAN COORDINATES (ANGSTROEM)
C (-1.521, -2.158, 1.515)  -0.24
C (-0.615, -1.548, 2.339)  -0.25
C (-1.451, -1.824, 0.134)  -0.19
C (0.268, -0.616, 1.775)  -0.16
C (-0.702, -0.854, -0.471)  0.01
C (0.197, -0.257, 0.458)  -0.11
C (0.359, 1.811, -2.636)  0.69
C (-0.580, -0.554, -1.870)  -0.53
C (0.591, 0.457, -2.039)  -0.20
C (1.161, 0.678, -0.127)  0.03
C (0.827, 2.124, 0.190)  -0.64
O (-0.838, 2.081, -2.777)  -0.78
O (1.307, 2.554, -2.893)  -0.76
Cl (2.836, 0.338, 0.354)  -0.07
H (-2.369, -2.761, 1.843)  0.21
H (-0.638, -1.690, 3.421)  0.20
H (-2.231, -2.289, -0.504)  0.19
H (1.063, -0.114, 2.387)  0.20
H (-0.437, -1.247, -2.703)  0.23
H (-1.447, 0.174, -2.049)  0.29
H (1.518, 0.039, -2.511)  0.20
H (1.644, 2.609, -0.204)  0.23
H (0.840, 2.161, 1.180)  0.18
H (-0.076, 2.357, -0.213)  0.23

Summary:
Charge   -1
HOMO   -4.42 eV

=====

Molecular formula: C4H11NOS
Method: DFT, the ωB97M-V functional and the def2-TZVPD basis

Last column: natural (NBO) charge in e.
CARTESIAN COORDINATES (ANGSTROEM)
C (-1.614, 0.743, 0.526)  -0.65
C (-2.876, -1.323, 0.628)  -0.43
C (2.284, 1.152, -1.187)  -0.76
C (-2.012, -0.557, 0.014)  -0.16
N (0.898, -0.883, -0.396)  -1.15
O (2.744, -0.006, 1.130)  -0.93
S (2.374, -0.562, -0.432)  1.28
H (-0.634, 0.875, 0.726)  0.24
H (-1.554, 1.511, -0.286)  0.21
H (-2.286, 1.019, 1.351)  0.21
H (3.739, 0.040, 1.318)  0.49
H (-3.461, -2.232, 0.366)  0.20
H (-3.370, -1.074, 1.586)  0.17
H (3.149, 1.167, -1.754)  0.21
H (2.202, 2.030, -0.489)  0.25
H (1.465, 0.904, -1.795)  0.24
H (-1.679, -0.955, -1.030)  0.21
H (0.634, -1.850, -0.278)  0.38

Summary:
HOMO   -9.08 eV

=====

Molecular formula: C6H6
Method: DFT, the ωB97M-V functional and the def2-TZVPD basis

Last column: natural (NBO) charge in e.
CARTESIAN COORDINATES (ANGSTROEM)
C (-1.607, 0.952, -0.222)  -0.68
C (-1.392, -0.508, -0.024)  0.00
C (-0.229, -1.133, 0.251)  -0.34
C (1.024, -0.473, 0.245)  0.08
C (2.257, -0.245, 0.219)  -0.20
C (3.574, -0.109, 0.119)  -0.16
H (-2.387, 1.293, 0.470)  0.23
H (-0.692, 1.521, -0.045)  0.24
H (-1.974, 1.162, -1.234)  0.24
H (-2.283, -1.135, -0.090)  0.20
H (-0.259, -2.207, 0.435)  0.22
H (3.968, 0.883, -0.125)  0.17

Summary:
HOMO (spin up / spin down)   -7.92 / -7.89 eV

=====

Molecular formula: C4H7N3O
Method: DFT, the ωB97M-V functional and the def2-TZVPD basis

Last column: natural (NBO) charge in e.
CARTESIAN COORDINATES (ANGSTROEM)
C (-0.239, 1.828, -0.215)  -0.01
N (0.104, 0.927, 0.602)  -0.27
N (0.685, -0.258, -0.087)  -0.33
C (2.071, -0.330, 0.020)  -0.41
C (-0.190, -1.249, -0.304)  0.32
N (-1.471, -1.359, 0.023)  -0.57
C (-2.405, -0.384, 0.432)  0.52
O (-2.811, 0.424, -0.397)  -0.59
H (0.043, 1.880, -1.386)  0.19
H (-0.759, 2.643, 0.267)  0.20
H (2.610, 0.470, -0.439)  0.21
H (2.398, -0.255, 1.143)  0.20
H (2.508, -1.427, -0.252)  0.22
H (0.265, -2.144, -0.801)  0.19
H (-2.808, -0.765, 1.396)  0.13

Summary:
HOMO   -8.93 eV

=====

Molecular formula: C3H9N3P
Method: DFT, the ωB97M-V functional and the def2-TZVPD basis

Last column: natural (NBO) charge in e.
CARTESIAN COORDINATES (ANGSTROEM)
C (-0.617, -0.691, -1.041)  -0.22
C (-0.877, -0.833, 0.486)  -0.27
N (0.210, -0.234, 1.189)  -0.46
N (-0.033, 1.378, 0.834)  -0.47
C (0.356, 1.462, -0.658)  -0.10
N (0.656, 0.107, -1.068)  -0.71
P (1.767, -0.537, -0.003)  1.00
H (-0.360, -1.624, -1.534)  0.23
H (-1.342, -0.240, -1.566)  0.23
H (-1.781, -0.451, 0.875)  0.25
H (-0.792, -1.885, 0.797)  0.22
H (0.121, -0.357, 2.142)  0.43
H (0.389, 1.851, 1.628)  0.40
H (-0.562, 2.006, -1.013)  0.25
H (1.288, 2.042, -0.899)  0.23
H (1.578, -1.993, -0.169)  -0.02

Summary:
Charge   +1
HOMO   -14.63 eV

=====

We obtain energy above the lowest of the compared OMol25 structures with the same formula, charge and spin values of 304.3, 75.3, 233.0, 3.4, 426.5, 530.8, 367.2, 245.1 kJ/mol for the records listed above, in that order.
We obtain E values of -7287.465, -8294.216, -9341.767, -28186.543, -18695.498, -6313.699, -10775.941, -17006.372 eV for the records listed above, in that order.